Entry 1:
{
  "formula": "C2H4S2",
  "method": "ωB97M-V/def2-TZVPD",
  "multiplicity": 1,
  "total_charge": 0,
  "species": ["C", "C", "S", "H", "H", "S", "H", "H"],
  "coordinates": [[1.135, -0.106, -0.445], [1.747, -0.704, 0.554], [1.195, 1.024, 0.892], [0.493, -0.194, -1.249], [2.015, -1.495, 1.125], [-2.724, 0.127, -0.270], [-1.560, 0.257, 0.532], [-2.301, 1.092, -1.139]],
  "forces_ev_per_angstrom": [[1.582, -2.047, 2.673], [-2.083, 3.403, -3.377], [0.207, 1.125, 1.140], [-0.653, -0.323, -1.743], [0.890, -2.214, 1.267], [1.580, 0.543, 0.477], [-1.331, -0.046, -0.901], [-0.194, -0.442, 0.464]],
  "lowdin_charge": [-0.45, -0.29, 0.68, 0.04, 0.03, 0.42, -0.21, -0.21]
}

***

Entry 2:
{
  "formula": "C43H36N4O3PRbS4",
  "method": "ωB97M-V/def2-TZVPD",
  "multiplicity": 1,
  "total_charge": -2,
  "species": ["Rb", "O", "C", "O", "C", "P", "C", "C", "C", "C", "C", "C", "C", "C", "C", "C", "C", "C", "H", "H", "H", "H", "H", "H", "H", "H", "H", "H", "H", "H", "C", "N", "C", "C", "C", "C", "C", "N", "C", "C", "C", "C", "C", "C", "H", "H", "H", "H", "H", "H", "H", "H", "H", "H", "H", "O", "C", "C", "C", "C", "C", "S", "C", "C", "C", "C", "S", "C", "C", "C", "C", "S", "H", "H", "H", "H", "H", "H", "H", "H", "H", "S", "C", "N", "C", "C", "C", "N", "H", "H", "H", "H"],
  "coordinates": [[-0.578, 0.598, -0.867], [-5.289, 1.957, -1.400], [-4.453, 1.102, -1.090], [-3.285, 1.255, -0.635], [-4.889, -0.386, -1.221], [-3.469, -1.446, -0.781], [-4.088, -3.155, -1.075], [-3.144, -4.128, -1.392], [-3.520, -5.452, -1.581], [-4.854, -5.816, -1.480], [-5.808, -4.853, -1.176], [-5.425, -3.537, -0.969], [-3.589, -1.508, 1.068], [-4.025, -0.420, 1.825], [-4.080, -0.495, 3.210], [-3.695, -1.652, 3.871], [-3.243, -2.734, 3.129], [-3.188, -2.658, 1.746], [-5.180, -0.590, -2.255], [-5.770, -0.541, -0.592], [-2.096, -3.851, -1.459], [-2.764, -6.195, -1.801], [-5.149, -6.848, -1.633], [-6.853, -5.129, -1.091], [-6.173, -2.797, -0.711], [-4.290, 0.506, 1.336], [-4.422, 0.366, 3.773], [-3.735, -1.707, 4.953], [-2.911, -3.639, 3.622], [-2.805, -3.510, 1.198], [0.075, 0.761, 2.899], [0.190, -0.258, 1.871], [-0.039, -1.467, 2.226], [0.138, -2.621, 1.389], [-0.026, -3.953, 1.800], [0.315, -4.733, 0.690], [0.660, -3.815, -0.317], [0.554, -2.542, 0.090], [1.471, 1.238, 3.213], [2.202, 1.876, 2.207], [3.520, 2.242, 2.419], [4.128, 1.983, 3.644], [3.406, 1.362, 4.650], [2.083, 0.991, 4.433], [-0.448, 0.402, 3.798], [-0.498, 1.607, 2.503], [-0.385, -1.684, 3.249], [-0.356, -4.288, 2.774], [0.310, -5.811, 0.611], [0.985, -4.042, -1.326], [1.735, 2.081, 1.247], [4.070, 2.726, 1.622], [5.161, 2.263, 3.807], [3.873, 1.158, 5.607], [1.525, 0.489, 5.217], [0.959, 2.724, -1.442], [1.513, 3.597, -2.317], [0.461, 3.986, -3.361], [0.387, 4.924, -4.347], [-0.857, 4.898, -5.035], [-1.695, 3.934, -4.550], [-0.977, 3.067, -3.266], [2.712, 2.989, -3.058], [2.681, 2.189, -4.163], [3.942, 1.617, -4.476], [4.914, 1.997, -3.601], [4.296, 3.042, -2.400], [1.951, 4.856, -1.573], [2.699, 5.943, -1.924], [2.814, 6.891, -0.873], [2.148, 6.491, 0.249], [1.395, 4.968, 0.040], [1.186, 5.621, -4.562], [-1.121, 5.573, -5.838], [-2.698, 3.709, -4.876], [1.771, 2.006, -4.718], [4.114, 0.936, -5.298], [5.947, 1.691, -3.588], [3.159, 6.049, -2.896], [3.372, 7.816, -0.945], [2.086, 7.012, 1.191], [4.642, -0.633, -1.332], [4.227, -1.744, -0.170], [3.428, -1.346, 0.883], [3.069, -2.132, 1.907], [3.500, -3.424, 1.934], [4.257, -3.823, 0.817], [4.628, -3.051, -0.169], [3.000, -0.430, 0.812], [2.434, -1.670, 2.646], [3.200, -4.109, 2.708], [4.572, -4.862, 0.744]],
  "forces_ev_per_angstrom": [[0.090, -0.169, 0.026], [0.007, 0.004, -0.034], [-0.025, -0.020, 0.047], [-0.047, 0.089, -0.090], [-0.127, 0.009, -0.022], [0.281, -0.059, 0.341], [-0.122, 0.009, -0.121], [0.046, -0.047, 0.012], [0.018, -0.013, 0.003], [0.009, -0.044, -0.010], [-0.035, -0.008, 0.001], [0.000, 0.010, -0.019], [-0.033, 0.027, -0.107], [0.019, 0.053, 0.001], [-0.005, 0.024, 0.036], [0.002, -0.003, 0.020], [0.004, 0.004, 0.009], [0.009, -0.069, 0.016], [-0.011, 0.017, 0.012], [0.017, -0.017, -0.018], [0.002, 0.020, 0.007], [-0.005, -0.013, -0.010], [-0.010, 0.002, 0.003], [0.005, -0.010, -0.001], [-0.011, 0.008, -0.003], [-0.013, 0.014, -0.030], [0.005, 0.000, 0.004], [-0.002, 0.002, 0.004], [-0.005, -0.008, 0.017], [-0.003, 0.006, -0.022], [-0.041, 0.125, -0.115], [-0.031, -0.168, 0.133], [-0.187, 0.043, -0.086], [-0.031, 0.124, 0.045], [0.064, -0.097, -0.056], [-0.038, -0.040, 0.135], [0.018, 0.113, -0.121], [-0.009, -0.029, -0.025], [0.081, 0.109, -0.040], [-0.089, -0.018, 0.008], [0.043, 0.024, 0.004], [-0.004, 0.009, -0.035], [0.040, 0.002, 0.044], [-0.034, -0.044, 0.012], [0.118, -0.021, 0.029], [-0.056, -0.060, 0.000], [0.019, 0.008, -0.011], [-0.010, -0.008, 0.014], [0.002, -0.012, 0.007], [0.006, -0.004, -0.003], [0.035, 0.006, -0.013], [0.004, -0.001, -0.012], [0.009, 0.001, 0.006], [-0.001, -0.002, 0.002], [-0.004, 0.002, 0.003], [0.169, -0.142, 0.069], [-0.037, 0.026, 0.019], [-0.097, 0.025, -0.009], [0.102, 0.028, 0.041], [-0.092, -0.034, -0.020], [0.085, 0.021, -0.126], [-0.133, 0.104, 0.050], [-0.047, -0.088, -0.002], [-0.039, 0.077, 0.045], [0.063, -0.006, 0.034], [0.014, -0.051, -0.080], [0.030, 0.026, 0.053], [0.035, 0.073, -0.042], [-0.041, -0.052, -0.077], [-0.022, 0.014, 0.081], [0.053, 0.069, 0.023], [-0.017, 0.001, 0.010], [0.002, 0.002, 0.002], [0.001, 0.009, -0.008], [-0.026, -0.013, 0.010], [-0.015, 0.001, -0.011], [0.008, -0.001, -0.015], [0.022, 0.002, 0.015], [0.017, -0.001, -0.007], [0.001, 0.009, -0.002], [-0.009, 0.006, 0.019], [0.031, -0.019, -0.051], [0.034, -0.047, 0.074], [-0.197, 0.080, 0.045], [0.020, -0.133, -0.113], [0.023, 0.142, -0.125], [-0.043, -0.119, 0.177], [0.024, 0.060, -0.088], [0.105, 0.076, -0.036], [0.012, -0.011, 0.046], [-0.010, -0.024, 0.014], [0.012, 0.011, -0.009]],
  "lowdin_charge": [0.71, -0.04, -0.79, -0.24, -0.29, 1.05, -0.38, -0.11, -0.09, -0.12, -0.11, -0.09, -0.32, -0.07, -0.10, -0.12, -0.11, -0.10, 0.08, 0.08, 0.09, 0.10, 0.09, 0.09, 0.10, 0.09, 0.09, 0.09, 0.09, 0.09, -0.20, -0.03, -0.17, -0.41, -0.12, -0.14, -0.24, 0.06, -0.22, -0.04, -0.07, -0.10, -0.11, -0.06, 0.11, 0.12, 0.12, 0.08, 0.06, 0.08, 0.10, 0.11, 0.09, 0.09, 0.10, -0.46, -0.71, -0.45, -0.13, -0.21, -0.42, 1.06, -0.43, -0.12, -0.20, -0.48, 1.02, -0.47, -0.16, -0.21, -0.44, 1.08, 0.10, 0.08, 0.06, 0.11, 0.09, 0.05, 0.10, 0.08, 0.05, 0.60, -0.88, 0.09, -0.08, -0.06, -0.15, 0.06, 0.12, 0.12, 0.10, 0.10]
}

***

Entry 3:
{
  "formula": "C2H6OS3",
  "method": "ωB97M-V/def2-TZVPD",
  "multiplicity": 1,
  "total_charge": 0,
  "species": ["C", "C", "O", "S", "S", "S", "H", "H", "H", "H", "H", "H"],
  "coordinates": [[1.450, 0.393, -1.154], [-2.232, -1.413, 0.029], [-1.252, -2.029, 0.526], [1.664, -0.785, 0.218], [-1.107, 1.810, 0.514], [-2.486, 0.169, -0.105], [0.590, 0.961, -1.066], [1.479, -0.224, -2.019], [2.346, 0.973, -1.075], [-0.589, -1.530, 1.045], [0.963, 0.062, 1.222], [-0.826, 1.612, 1.863]],
  "forces_ev_per_angstrom": [[2.087, -1.470, 0.782], [-0.114, 0.547, -0.434], [0.651, -1.788, 1.089], [-1.564, 1.437, 2.116], [0.180, -0.223, 1.178], [-0.870, 1.247, -0.074], [-1.564, 0.905, 0.076], [-0.096, -0.227, -0.925], [0.245, 0.731, -0.484], [0.163, 0.330, -0.574], [1.426, -1.445, -1.689], [-0.544, -0.046, -1.062]],
  "lowdin_charge": [-0.46, -0.64, -0.06, 0.62, 0.28, 0.57, -0.09, 0.02, 0.02, 0.04, -0.10, -0.18]
}

***

Number 1: E_HOMO -7.943 eV. Number 2: E_HOMO -2.650 eV. Number 3: E_HOMO -8.892 eV.